The following is a DFT calculation (the ωB97M-V functional and the def2-TZVPD basis) of a 21-piece molecular cluster, C95H171N29O11P4 overall at a distorted geometry.

Each line ends with the Löwdin charge.
CARTESIAN COORDINATES (ANGSTROEM)
1 H -1.22 5.54 5.73  0.05
2 H -2.87 3.68 6.93  0.08
3 H -3.27 5.43 -1.24  0.08
4 N -0.50 5.13 7.60  -0.32
5 N -1.82 4.60 -4.75  0.03
6 H 0.05 8.27 0.26  0.08
7 C -5.34 -0.68 0.48  -0.57
8 H -5.17 -0.63 -1.73  0.05
9 H 3.15 2.53 7.80  0.05
10 O 6.62 -6.38 -3.22  -0.31
11 O 1.30 -4.49 -7.71  -0.27
12 H -6.46 0.65 -0.43  0.05
13 H 3.53 0.60 3.12  0.07
14 H 0.44 6.81 2.11  0.09
15 C -3.82 0.50 5.03  -0.11
16 H -3.54 3.59 -5.34  0.07
17 H 7.42 -4.74 0.49  0.08
18 C -4.17 -0.43 -4.98  -0.65
19 C -5.51 -0.51 -5.56  0.00
20 C -5.22 -1.33 -0.90  -0.01
21 H -2.65 -5.15 -8.57  0.05
22 H -1.69 2.81 -2.43  0.06
23 H 3.78 -1.16 6.53  0.09
24 C 4.56 1.23 1.40  -0.54
25 H -5.17 1.63 2.06  0.05
26 H -1.04 3.44 5.65  0.03
27 H -5.93 -2.10 -1.19  0.08
28 H -4.96 3.70 -1.30  0.07
29 C -7.22 2.81 -4.09  -0.03
30 C 1.82 -6.60 8.38  -0.61
31 H -1.43 -0.24 -4.80  0.07
32 N -0.19 -3.98 -5.45  -0.27
33 N 4.19 0.78 0.22  0.02
34 H -5.43 1.84 -3.23  0.09
35 C -3.79 -4.59 -1.07  -0.05
36 O -0.89 10.43 -0.79  0.09
37 C -2.22 -2.51 -7.51  -0.12
38 C 5.73 -0.42 4.77  -0.53
39 H -3.41 7.55 3.56  0.10
40 H -10.18 2.49 -2.42  0.11
41 C -3.43 -5.69 -1.85  -0.16
42 H -2.10 0.14 2.71  0.07
43 H -6.78 3.21 -4.99  0.10
44 H 3.10 7.64 1.20  0.11
45 H -3.67 3.81 4.66  0.09
46 H 1.23 -5.65 0.86  0.06
47 H 2.09 -0.70 -2.01  0.07
48 C -9.15 2.29 -2.69  -0.08
49 C 2.68 -4.17 1.15  -0.10
50 N -7.00 6.38 -0.43  0.06
51 H 3.43 7.86 -1.31  0.10
52 N -2.43 -6.50 -1.48  0.05
53 H 2.35 1.75 9.16  0.07
54 H -0.90 -6.82 -0.28  0.08
55 C -2.07 -5.21 0.53  -0.06
56 H 0.66 5.43 -4.78  0.10
57 H 9.72 -5.16 -2.15  0.08
58 C -4.64 6.97 -0.64  -0.08
59 H -1.14 3.52 -0.96  0.06
60 C -8.60 2.91 -3.79  -0.06
61 H -3.24 -0.61 6.79  0.09
62 N 1.44 0.23 -5.34  0.05
63 H -0.05 7.34 -1.21  0.07
64 H 3.37 -8.84 -4.15  0.11
65 H 3.69 -5.11 -3.69  0.08
66 C 3.77 -0.41 -5.19  -0.05
67 N -7.04 1.58 -1.96  0.05
68 H -0.19 3.44 4.02  0.07
69 H 0.86 -8.26 -4.14  0.09
70 C 3.75 -0.15 6.13  -0.06
71 H -3.60 9.78 -2.27  0.07
72 C 2.18 3.69 4.84  -0.12
73 H -0.78 1.40 2.57  0.08
74 H -8.72 1.44 -0.82  0.12
75 H -2.59 -1.72 -8.17  0.08
76 C -1.13 -1.81 -1.46  -0.08
77 C -1.08 5.31 1.62  -0.07
78 C 2.86 -3.28 3.40  -0.12
79 H -0.71 -1.37 -9.39  0.07
80 H 0.90 -4.10 -3.53  0.07
81 C 0.18 5.40 -3.80  0.00
82 C -3.25 4.48 -4.78  -0.08
83 C -6.48 2.08 -3.12  -0.11
84 H 2.12 -1.59 -5.97  0.09
85 H 7.71 -0.76 4.04  0.08
86 H 0.76 -2.28 -9.14  0.08
87 C -1.40 0.67 2.05  -0.10
88 H 0.05 2.14 5.23  0.07
89 C -3.07 -4.34 0.14  -0.06
90 C -0.56 6.42 2.23  -0.15
91 C 2.72 -7.09 9.51  -0.01
92 H 5.95 -4.83 -5.78  0.08
93 N 3.02 5.88 -1.74  0.06
94 H -4.60 -3.95 -1.39  0.07
95 O -4.87 -1.15 1.50  0.01
96 H 2.96 4.44 4.86  0.08
97 H -2.20 -6.84 -8.60  0.08
98 C 0.06 8.36 -0.83  0.00
99 N -3.30 0.26 -5.65  0.05
100 H -6.09 8.23 0.19  0.10
101 H -3.28 -3.45 0.72  0.08
102 H 1.71 -3.28 -4.79  0.03
103 H 7.77 0.46 5.25  0.07
104 H 3.00 -4.20 0.12  0.08
105 H -3.00 -2.69 3.07  0.08
106 N -6.01 0.48 0.46  0.02
107 C 2.85 4.65 -1.23  -0.16
108 H -1.74 -1.55 -2.33  0.06
109 P 1.04 4.56 7.24  0.57
110 H 4.68 -3.53 -5.80  0.08
111 C -4.39 -3.23 4.63  -0.09
112 N 1.82 -6.81 -1.29  0.05
113 C 6.90 -5.27 -0.30  -0.11
114 P 6.74 -4.90 -3.02  0.61
115 H 5.18 -2.94 -0.64  0.06
116 C -0.13 3.21 5.08  -0.13
117 H -2.09 6.40 6.96  0.09
118 H 0.20 1.30 8.83  0.08
119 C 1.70 -5.04 1.62  -0.07
120 H 0.95 -1.15 -3.24  0.05
121 H 2.29 -4.73 8.74  0.13
122 H -9.29 3.35 -4.49  0.11
123 C 3.31 -3.32 2.05  -0.06
124 H 0.03 2.89 -1.87  0.06
125 C -1.83 -6.28 -0.29  -0.15
126 H 1.99 3.45 3.79  0.05
127 H -2.98 -3.27 -7.70  0.07
128 H 3.49 0.44 7.01  0.06
129 C -2.43 4.93 1.78  -0.08
130 H 5.56 0.99 6.25  0.14
131 H -3.95 -0.39 4.43  0.08
132 C -1.00 2.65 -1.60  -0.13
133 H -2.79 0.03 -0.58  0.06
134 H -6.68 2.33 1.39  0.07
135 H 3.07 -0.09 5.28  0.07
136 C 9.42 -5.17 -3.19  -0.12
137 H 4.51 -1.19 -5.28  0.09
138 C -2.03 -3.26 4.91  -0.10
139 H 1.30 -0.53 2.05  0.07
140 H -2.85 4.12 1.20  0.09
141 N -1.25 1.40 -0.91  -0.28
142 C -1.29 5.48 -3.89  -0.51
143 H -6.16 -0.65 -4.69  0.09
144 C -0.89 -6.78 -6.45  -0.12
145 C 1.53 -8.03 -3.33  -0.08
146 C -4.52 -3.69 5.90  -0.09
147 P 0.07 0.47 -0.30  0.63
148 C -3.17 1.54 7.15  -0.06
149 H -0.92 -2.86 -1.65  0.07
150 H 6.02 0.25 -0.61  0.08
151 C 5.58 -3.91 -5.33  -0.12
152 H -1.55 -4.47 -3.82  0.07
153 H 1.50 -5.02 -4.95  0.07
154 N 5.49 -4.05 -3.87  -0.28
155 O 2.19 5.47 7.39  -0.28
156 C 1.74 1.48 -4.93  -0.13
157 H 2.66 2.80 5.25  0.06
158 H 0.57 -1.90 1.34  0.07
159 H -3.80 5.17 -5.41  0.09
160 H 5.26 1.61 -1.39  0.09
161 C -5.95 7.28 -0.31  -0.14
162 C 3.06 6.79 0.54  -0.07
163 H 3.41 -3.37 -3.70  0.04
164 H -4.34 5.48 2.57  0.11
165 H -2.39 10.69 -3.26  0.08
166 H -7.45 4.40 -0.99  0.08
167 H -0.19 -5.25 7.25  0.06
168 H -0.69 6.15 9.43  0.08
169 N -1.05 -5.64 -7.33  -0.31
170 H 7.52 -6.11 -0.58  0.08
171 H -0.01 1.42 7.14  0.06
172 H -5.81 0.45 -5.96  0.08
173 H 8.57 -2.64 -1.98  0.07
174 H -2.32 -4.22 -5.40  0.07
175 H -1.05 -3.09 4.49  0.08
176 N -1.44 7.22 2.88  0.07
177 N 1.56 -5.33 8.37  0.00
178 C -3.43 0.37 6.38  -0.05
179 N 6.55 -4.39 -1.40  -0.30
180 H 4.60 -0.07 -1.58  0.07
181 H -1.74 7.94 -2.34  0.07
182 P -0.03 -4.28 -7.16  0.58
183 H -3.70 4.50 -3.78  0.07
184 H 3.96 2.32 3.10  0.08
185 H -1.51 -5.08 1.44  0.09
186 H -6.82 0.93 2.35  0.08
187 C 6.20 -2.99 -1.03  -0.11
188 H -5.50 -3.92 6.31  0.10
189 H 6.86 -2.70 -0.21  0.08
190 H -2.51 0.58 -2.20  0.06
191 H 0.38 -3.67 7.95  0.07
192 H 9.46 -2.53 -3.55  0.09
193 H -2.08 5.24 8.96  0.07
194 N -0.92 -3.01 -7.95  -0.28
195 H -4.31 -1.91 -1.02  0.04
196 C 2.91 5.47 1.04  -0.05
197 H 5.08 1.00 -4.29  0.10
198 H -1.70 -1.81 -0.53  0.06
199 C -3.29 5.73 2.49  -0.10
200 N 5.10 0.23 5.76  0.02
201 C 2.46 -0.70 -5.48  -0.14
202 H 3.23 -2.56 4.11  0.07
203 O 5.75 1.60 1.58  0.00
204 H 2.66 1.82 2.07  0.06
205 H 0.43 4.44 -3.35  0.06
206 H 0.06 -7.31 -6.47  0.08
207 C -3.57 2.82 5.09  -0.14
208 H -3.36 1.74 -1.13  0.08
209 H -0.61 4.39 9.61  0.07
210 H 1.46 -2.32 -2.19  0.06
211 C -1.80 -5.83 -8.58  -0.10
212 H 0.60 6.20 -3.20  0.07
213 H 2.90 3.47 9.26  0.08
214 H -1.40 4.10 -5.52  0.15
215 H 3.32 2.71 -3.95  0.08
216 O -3.95 -1.03 -3.93  0.02
217 C 2.86 -8.35 -3.33  -0.08
218 H 3.73 -7.00 9.12  0.08
219 H -0.01 -1.17 -7.94  0.06
220 C -1.52 -3.89 -4.75  -0.09
221 H -5.29 -3.03 4.08  0.11
222 H -3.69 0.60 -6.52  0.13
223 C 4.05 0.84 -4.58  -0.07
224 H 3.21 0.82 -0.03  0.07
225 N -3.86 1.72 4.37  0.07
226 C -6.15 1.41 1.63  -0.03
227 C 3.61 1.49 2.50  -0.01
228 C -2.70 9.72 -2.87  -0.05
229 H 9.11 -6.20 -3.36  0.07
230 H 2.88 5.30 2.10  0.09
231 C -3.40 -3.97 6.67  -0.15
232 H 4.09 -2.65 1.74  0.09
233 H 4.77 -8.05 -2.36  0.09
234 C 1.01 -7.25 -2.29  -0.14
235 C -4.30 5.70 -1.12  -0.09
236 C -5.29 4.70 -1.06  -0.08
237 H 0.44 -5.44 3.35  0.09
238 C -8.33 1.72 -1.79  -0.18
239 H -3.51 -4.50 7.60  0.10
240 H 7.78 -2.20 -3.46  0.07
241 O -1.88 6.37 -3.21  0.01
242 N -0.53 -0.10 1.19  -0.29
243 O 1.34 -7.40 7.56  0.02
244 C 0.06 2.04 8.04  -0.09
245 H 4.01 -4.09 -2.22  0.05
246 H -0.17 -1.32 2.83  0.08
247 N 1.88 -4.09 3.86  0.05
248 C 1.18 -1.27 -2.18  -0.10
249 H -1.88 1.38 -4.34  0.05
250 O 5.25 -1.33 4.08  0.00
251 H -0.02 -6.93 -2.25  0.07
252 N -1.77 8.92 -2.08  0.03
253 N 8.30 -4.25 -3.34  -0.31
254 C 0.33 -1.01 1.92  -0.09
255 C 1.02 -4.10 -4.62  -0.13
256 C 1.33 -4.97 2.98  -0.14
257 H -0.39 6.87 6.54  0.09
258 C -1.93 0.66 -5.16  -0.02
259 O 1.36 1.19 -0.20  -0.29
260 H -1.70 -2.83 -4.58  0.05
261 H -1.67 -7.51 -6.64  0.08
262 H -2.91 1.42 8.19  0.10
263 C -3.12 -3.07 4.08  -0.09
264 H -3.04 9.27 -3.81  0.07
265 H 2.40 -8.09 9.78  0.08
266 C 4.06 -4.15 -3.31  -0.06
267 C 2.46 2.70 8.63  -0.11
268 H 1.05 8.71 -1.13  0.09
269 C -0.99 5.20 8.99  -0.08
270 H 6.38 -3.18 -5.44  0.06
271 H 2.80 3.85 -1.95  0.08
272 H -0.37 4.71 1.06  0.09
273 C 3.07 1.81 -4.49  -0.05
274 H -2.19 -2.12 -6.50  0.05
275 C -0.90 9.33 -1.22  -0.69
276 C -2.74 6.85 3.10  -0.13
277 H 7.08 0.84 3.68  0.07
278 N 0.95 4.05 5.59  -0.27
279 H -1.10 -6.43 -5.44  0.06
280 N 0.06 -0.91 -1.30  -0.24
281 C 2.77 4.36 0.14  -0.04
282 C -2.63 0.93 -1.17  -0.08
283 C 3.20 6.91 -0.84  -0.15
284 H 2.55 3.34 0.41  0.06
285 H 6.01 -5.75 0.11  0.07
286 H -1.42 1.17 -5.98  0.07
287 H -3.84 7.66 -0.45  0.10
288 C 7.14 0.08 4.45  0.00
289 H 6.34 -2.27 -1.84  0.05
290 C 3.14 -7.23 -1.26  -0.12
291 N -2.12 -3.85 6.20  0.08
292 H 0.97 2.19 -4.69  0.08
293 C 0.66 -4.59 7.45  -0.06
294 C -1.09 6.05 6.68  -0.13
295 H -1.17 -5.52 -9.42  0.08
296 C 3.70 -8.01 -2.26  -0.06
297 H -0.89 2.57 8.17  0.04
298 C 8.54 -2.85 -3.05  -0.13
299 H 1.09 -4.38 6.47  0.06
300 C -3.23 2.78 6.47  -0.08
301 H -2.11 1.25 1.46  0.06
302 H 2.55 -6.44 10.37  0.07
303 H -5.56 -1.34 -6.26  0.10
304 C -6.64 5.10 -0.85  -0.11
305 H -3.96 -5.88 -2.77  0.10
306 H 3.71 -6.68 -0.53  0.08
307 N 1.11 3.11 8.15  -0.28
308 C 5.05 0.66 -0.90  -0.08
309 C -0.17 -1.97 -8.66  -0.13
310 H 10.26 -4.97 -3.86  0.08

## Properties
- Calculated total energy: -204181.2427 eV